No. 1
Computed, not measured: a structure of composition C5H17NSi2 in a non-equilibrium geometry, with ωB97M-V/def2-TZVPD.

LUMO level (alpha / beta) = 0.98 / -2.44 eV
gap between HOMO and LUMO (alpha / beta) = 5.275 / 7.380 eV
HOMO level (alpha / beta) = -0.1578 / -0.3608 Ha

```
! wB97M-V def2-TZVPD RIJCOSX def2/J DEFGRID3
* xyz 0 3
C -0.705 -1.998 -1.491
C -1.550 1.955 1.509
C 1.352 2.002 -0.513
C -0.136 -0.639 -1.927
C -1.650 1.167 0.090
N 0.634 -0.783 1.372
Si 1.960 -1.776 1.455
Si 0.078 0.623 -0.511
H -0.034 -2.721 -1.089
H -1.550 -1.890 -0.866
H -1.053 -2.466 -2.363
H -2.295 1.497 2.034
H -0.660 1.634 1.957
H -1.808 3.035 1.564
H 2.251 1.559 -0.068
H 1.674 2.300 -1.559
H 1.145 2.871 0.055
H -0.891 -0.336 -2.677
H 0.861 -0.879 -2.357
H -2.054 1.938 -0.575
H -2.392 0.341 0.045
H -0.224 -1.133 1.413
H 2.488 -1.654 2.778
H 2.737 -1.378 0.191
H 1.821 -3.268 1.532
*
```

---

No. 2
Computed, not measured: a structure of composition C5H18BINO4PSSb in a non-equilibrium geometry, with ωB97M-V/def2-TZVPD.

LUMO level = 2.26 eV
gap between HOMO and LUMO = 6.326 eV
HOMO level = -0.1496 Ha

```
! wB97M-V def2-TZVPD RIJCOSX def2/J DEFGRID3
* xyz -1 1
N 1.765 2.916 -0.620
B 1.604 1.867 0.465
O 2.257 2.101 1.802
Sb 0.474 -0.075 0.193
C -0.586 -2.022 0.177
C -1.039 -2.376 1.748
O -1.987 -3.536 1.777
C -1.383 1.100 0.483
C -2.534 0.874 -0.662
C -2.325 1.757 -2.035
I -2.715 3.931 -1.737
P 2.724 -1.140 -0.195
O 3.450 -0.413 -1.620
O 2.652 -2.867 -0.404
S 3.987 -0.784 1.282
H 0.926 3.005 -1.232
H 2.633 2.691 -1.158
H 2.206 1.234 2.341
H 0.659 -0.290 1.949
H 0.373 0.135 -1.534
H -1.567 -2.020 -0.461
H 0.053 -2.938 -0.174
H -0.046 -2.726 2.301
H -1.444 -1.440 2.327
H -2.375 -3.553 2.702
H -1.090 2.254 0.437
H -1.871 0.932 1.540
H -3.566 1.248 -0.193
H -2.713 -0.239 -0.977
H -1.303 1.553 -2.578
H -3.181 1.402 -2.786
H 3.074 0.500 -1.794
H 2.890 -3.082 -1.364
*
```

---

No. 3
Computed, not measured: a structure of composition C5H18BeNO in a non-equilibrium geometry, with ωB97M-V/def2-TZVPD.

LUMO level (alpha / beta) = 3.13 / 3.14 eV
gap between HOMO and LUMO (alpha / beta) = 3.535 / 3.526 eV
HOMO level (alpha / beta) = -0.0148 / -0.0143 Ha

```
! wB97M-V def2-TZVPD RIJCOSX def2/J DEFGRID3
* xyz -1 1
C -1.198 1.360 -4.320
Be -1.726 -0.777 0.173
N -2.848 -0.572 1.397
H -0.894 1.163 -3.278
H -2.263 1.554 -4.219
H -0.290 0.773 -4.700
H -0.882 2.352 -4.697
H -1.520 0.589 -5.047
H -2.477 0.224 1.970
H -2.904 -1.410 2.011
H -3.811 -0.307 1.079
C 1.827 -1.701 0.074
C 0.510 -1.570 0.766
O -0.356 -0.707 0.041
C 1.764 1.315 1.514
C 1.524 0.850 2.854
H 1.749 -1.742 -1.009
H 2.295 -2.663 0.416
H 2.460 -0.862 0.375
H 0.053 -2.602 0.847
H 0.609 -1.183 1.767
H 2.760 1.177 1.096
H 1.100 2.062 1.125
H 2.118 0.076 3.277
H 1.934 1.824 3.322
H 0.463 0.775 3.165
*
```

---

No. 4
Computed, not measured: a cluster of 5 separate species, C5H18FN6O4 in total in a non-equilibrium geometry, with ωB97M-V/def2-TZVPD.

LUMO level = 3.17 eV
gap between HOMO and LUMO = 9.626 eV
HOMO level = -0.2372 Ha

```
! wB97M-V def2-TZVPD RIJCOSX def2/J DEFGRID3
* xyz -1 1
F -14.439 8.767 0.644
C -13.067 7.357 -3.905
C -13.999 7.628 -2.715
O -13.243 8.436 -1.835
H -12.107 7.039 -3.506
H -12.895 8.277 -4.467
H -13.575 6.654 -4.569
H -14.227 6.652 -2.272
H -14.913 8.140 -3.030
H -13.705 8.540 -0.975
C -15.670 12.145 0.772
O -16.441 11.476 1.447
N -15.312 13.437 1.089
N -14.857 11.590 -0.188
H -14.776 13.966 0.430
H -15.576 13.820 1.974
H -13.934 11.990 -0.183
H -14.848 10.570 -0.081
C -12.271 11.373 2.270
O -11.331 12.177 2.288
N -13.389 11.449 3.048
N -12.134 10.229 1.518
H -14.077 10.715 3.051
H -13.206 12.138 3.759
H -12.892 9.573 1.399
H -11.372 10.282 0.867
C -12.912 5.660 1.245
O -12.449 4.643 1.772
N -12.435 6.908 1.488
N -14.044 5.632 0.476
H -11.493 7.070 1.778
H -13.010 7.688 1.173
H -14.364 6.515 0.104
H -14.444 4.723 0.363
*
```

---

No. 5
Computed, not measured: a cluster of 5 separate species, C5H18IN6O4 in total in a non-equilibrium geometry, with ωB97M-V/def2-TZVPD.

LUMO level = 2.32 eV
gap between HOMO and LUMO = 6.385 eV
HOMO level = -0.1494 Ha

```
! wB97M-V def2-TZVPD RIJCOSX def2/J DEFGRID3
* xyz -1 1
I 1.850 -1.936 -1.354
C 5.783 4.415 -0.342
C 4.942 3.248 -0.720
O 5.825 2.259 -1.246
H 6.405 4.150 0.513
H 5.127 5.208 0.017
H 6.371 4.832 -1.159
H 4.159 3.295 -1.477
H 4.542 2.934 0.244
H 5.249 1.608 -1.652
C -1.998 2.917 -4.710
O -2.676 3.878 -5.092
N -1.119 2.971 -3.799
N -2.109 1.777 -5.316
H -1.114 3.788 -3.206
H -0.566 2.204 -3.442
H -1.830 0.911 -4.877
H -2.835 1.773 -6.018
C -0.555 -1.767 5.501
O 0.188 -2.642 5.812
N -1.152 -1.031 6.348
N -1.062 -1.541 4.319
H -1.986 -0.536 6.065
H -1.144 -1.445 7.269
H -1.701 -0.782 4.128
H -0.707 -2.056 3.526
C -3.982 -4.943 0.139
O -5.112 -5.380 0.202
N -3.002 -5.552 0.696
N -3.654 -3.833 -0.462
H -2.074 -5.237 0.453
H -3.088 -6.414 1.216
H -4.307 -3.457 -1.133
H -2.668 -3.616 -0.443
*
```

---

No. 6
Computed, not measured: a cluster of 4 separate species, C5H18N2O4 in total in a non-equilibrium geometry, with ωB97M-V/def2-TZVPD.

SMILES string = CC[C@H](CN)NC=O.O.O.O
LUMO level = 0.40 eV
gap between HOMO and LUMO = 9.637 eV
HOMO level = -0.3393 Ha

```
! wB97M-V def2-TZVPD RIJCOSX def2/J DEFGRID3
* xyz 0 1
C 0.889 -0.839 2.916
C -0.005 -1.241 1.770
C -0.805 -0.083 1.141
C -2.289 -0.460 0.990
N -3.146 0.658 0.637
N -0.188 0.372 -0.098
C -0.622 0.756 -1.320
O 0.182 1.001 -2.214
H 0.635 -1.270 3.882
H 0.947 0.224 3.155
H 1.974 -0.981 2.833
H 0.591 -1.684 0.973
H -0.725 -1.988 2.096
H -0.783 0.755 1.851
H -2.338 -1.261 0.255
H -2.582 -0.857 1.943
H -2.689 1.557 0.621
H -3.554 0.572 -0.285
H 0.818 0.248 -0.114
H -1.696 0.920 -1.431
O 3.420 0.475 0.815
H 4.156 -0.133 0.944
H 3.422 0.576 -0.165
O 3.014 1.199 -1.754
H 2.622 0.454 -2.228
H 2.308 1.862 -1.813
O -1.562 -1.588 -2.185
H -0.837 -1.996 -2.667
H -2.399 -2.005 -2.397
*
```

---

No. 7
Computed, not measured: a cluster of 4 separate species, C5H18O3 in total in a non-equilibrium geometry, with ωB97M-V/def2-TZVPD.

SMILES string = CCCCC.O.O.O
LUMO level = 0.77 eV
gap between HOMO and LUMO = 10.530 eV
HOMO level = -0.3586 Ha

```
! wB97M-V def2-TZVPD RIJCOSX def2/J DEFGRID3
* xyz 0 1
C 0.382 -1.615 0.204
C 0.551 -1.087 1.577
C -0.474 0.145 1.544
C -1.919 -0.164 1.411
C -2.516 0.298 0.066
H 0.962 -1.077 -0.628
H -0.659 -1.680 -0.321
H 0.785 -2.619 0.080
H 1.634 -0.844 1.712
H 0.270 -1.867 2.401
H -0.248 1.069 2.329
H -0.209 1.020 0.744
H -2.192 -1.220 1.558
H -2.382 0.528 2.192
H -3.517 0.401 0.172
H -2.324 1.321 -0.293
H -2.262 -0.510 -0.750
O 5.590 -2.289 -1.027
H 4.967 -1.878 -1.710
H 6.518 -2.415 -1.170
O 2.860 3.729 1.058
H 2.565 4.558 1.501
H 2.285 3.111 1.443
O -4.904 0.562 -3.817
H -4.972 -0.270 -4.124
H -5.732 0.890 -3.658
*
```

---

No. 8
Computed, not measured: a cluster of 5 separate species, C5H18O6 in total in a non-equilibrium geometry, with ωB97M-V/def2-TZVPD.

SMILES string = O=CCCCCO.O.O.O.O
LUMO level = 0.13 eV
gap between HOMO and LUMO = 10.284 eV
HOMO level = -0.3732 Ha

```
! wB97M-V def2-TZVPD RIJCOSX def2/J DEFGRID3
* xyz 0 1
O 0.029 -1.464 1.182
C 0.047 -0.402 1.701
C -1.014 0.719 1.463
C -0.179 1.908 0.912
C 0.063 1.695 -0.575
C -1.039 1.200 -1.493
O -2.294 1.900 -1.359
H 0.768 -0.113 2.427
H -1.760 0.500 0.778
H -1.758 1.205 2.271
H -0.638 2.873 1.057
H 0.849 1.999 1.573
H 0.940 1.094 -0.861
H 0.412 2.643 -0.964
H -0.616 1.459 -2.521
H -1.273 0.124 -1.378
H -2.158 2.901 -1.151
O 1.838 -3.137 -0.057
H 2.599 -2.733 0.356
H 1.142 -2.616 0.263
O -2.216 -2.517 0.211
H -1.373 -2.366 0.603
H -2.344 -2.060 -0.689
O 0.228 -2.146 -1.941
H -0.205 -2.568 -2.770
H 0.848 -2.756 -1.508
O 2.787 1.164 0.943
H 2.836 0.809 0.103
H 3.481 0.685 1.424
*
```

---

No. 9
Computed, not measured: a structure of composition C5H19ClNO2PSiTa in a non-equilibrium geometry, with ωB97M-V/def2-TZVPD.

LUMO level = 2.92 eV
gap between HOMO and LUMO = 6.481 eV
HOMO level = -0.1308 Ha

```
! wB97M-V def2-TZVPD RIJCOSX def2/J DEFGRID3
* xyz -1 1
C 0.093 -2.493 1.645
Si -1.317 -2.103 0.476
C -2.529 -0.964 1.324
C -2.231 -3.687 0.083
O -0.795 -1.511 -0.959
C 0.430 -0.779 -1.160
C 0.204 0.418 -2.067
Ta 0.714 2.454 -1.515
Cl -0.908 2.341 0.259
P 2.015 4.160 -0.044
N 3.567 3.567 0.490
O 1.271 4.389 1.415
H 0.912 -3.021 1.152
H -0.283 -3.110 2.467
H 0.501 -1.582 2.090
H -3.141 -1.539 2.027
H -2.039 -0.160 1.877
H -3.195 -0.504 0.591
H -1.599 -4.402 -0.448
H -2.576 -4.162 1.008
H -3.115 -3.489 -0.529
H 0.836 -0.475 -0.192
H 1.147 -1.477 -1.606
H -0.870 0.489 -2.290
H 0.741 0.284 -3.018
H -0.330 3.586 -2.569
H 1.934 2.812 -2.807
H 2.112 1.493 -0.738
H 3.437 3.016 1.337
H 3.865 2.882 -0.203
H 1.148 3.569 1.902
*
```

---

No. 10
Computed, not measured: a structure of composition C5H19LiN8O5 in a non-equilibrium geometry, with ωB97M-V/def2-TZVPD.

LUMO level = 0.30 eV
gap between HOMO and LUMO = 5.918 eV
HOMO level = -0.2065 Ha

```
! wB97M-V def2-TZVPD RIJCOSX def2/J DEFGRID3
* xyz 0 1
Li -0.158 -0.368 -0.438
C -1.796 -0.573 -2.944
O -1.262 -1.234 -1.879
H -1.003 -0.147 -3.614
H -2.393 -1.194 -3.641
H -2.455 0.254 -2.604
C 1.886 -1.886 1.343
O 1.162 -0.948 1.071
N 2.993 -1.816 2.153
N 1.655 -3.137 0.845
H 3.151 -0.965 2.657
H 3.653 -2.567 2.209
H 0.830 -3.211 0.275
H 2.200 -3.926 1.133
C -1.497 2.287 0.008
O -1.134 1.206 0.445
N -2.804 2.557 -0.251
N -0.645 3.313 -0.279
H -3.072 3.325 -0.838
H -3.443 1.781 -0.206
H -0.957 4.218 -0.573
H 0.340 3.162 -0.172
C 1.764 1.189 -2.010
O 1.586 0.099 -1.503
N 2.447 2.200 -1.358
N 1.332 1.516 -3.262
H 3.033 2.815 -1.896
H 2.765 1.970 -0.432
H 1.695 2.350 -3.683
H 0.604 0.963 -3.684
C -1.557 -1.622 2.403
O -2.125 -1.560 1.343
N -1.235 -0.516 3.167
N -1.159 -2.822 2.993
H -1.066 0.267 2.548
H -0.660 -0.585 3.987
H -1.084 -2.721 3.996
H -1.592 -3.676 2.688
*
```

---

No. 11
Computed, not measured: a cluster of 5 separate species, C5H19N2O5 in total in a non-equilibrium geometry, with ωB97M-V/def2-TZVPD.

LUMO level = -2.77 eV
gap between HOMO and LUMO = 8.860 eV
HOMO level = -0.4273 Ha

```
! wB97M-V def2-TZVPD RIJCOSX def2/J DEFGRID3
* xyz 1 1
O 1.064 -2.408 1.668
C -0.072 -2.031 1.347
C -0.533 -0.862 0.510
C -0.579 0.414 1.314
C -1.770 1.224 0.685
C -3.029 0.913 1.095
N -1.323 1.987 -0.368
N 0.298 -0.509 -0.631
H -0.910 -2.547 1.813
H -1.542 -1.348 0.159
H -0.914 0.172 2.365
H 0.424 0.876 1.290
H -3.984 1.052 0.660
H -3.229 0.361 2.080
H 0.035 0.442 -1.147
H -0.432 2.560 -0.131
H -1.898 2.669 -0.835
H 1.348 -0.369 -0.322
H 0.266 -1.130 -1.489
H -0.463 -3.846 -0.759
H 1.007 -3.251 -0.773
O 0.050 -3.025 -0.705
H 0.172 0.638 -3.850
H -0.826 1.493 -2.986
O -0.288 0.687 -3.026
H 3.067 -0.834 0.905
H 4.009 0.289 1.140
O 3.474 -0.048 0.483
H 2.140 2.890 -0.320
H 2.593 1.505 -0.138
O 1.845 2.035 -0.034
*
```

---

No. 12
Computed, not measured: a cluster of 5 separate species, C5H19NO4 in total, with ωB97M-V/def2-TZVPD.

SMILES string = CN1CCCC1.O.O.O.O
LUMO level = 0.72 eV
gap between HOMO and LUMO = 9.931 eV
HOMO level = -0.3386 Ha

```
! wB97M-V def2-TZVPD RIJCOSX def2/J DEFGRID3
* xyz 0 1
C -0.578 1.271 -0.631
N 0.422 0.984 0.407
C 1.645 1.782 0.199
C 2.573 0.971 -0.729
C 2.031 -0.467 -0.676
C 0.871 -0.421 0.322
H -0.915 2.299 -0.521
H -1.429 0.611 -0.478
H -0.177 1.170 -1.645
H 1.390 2.754 -0.223
H 2.104 1.925 1.175
H 3.604 1.034 -0.370
H 2.549 1.364 -1.745
H 2.801 -1.178 -0.376
H 1.675 -0.812 -1.645
H 0.051 -1.074 0.030
H 1.178 -0.732 1.322
O -1.002 0.934 2.760
H -1.371 1.817 2.884
H -0.389 0.998 1.981
O -2.785 -0.818 1.695
H -2.159 -0.128 2.008
H -2.689 -1.522 2.342
O -0.083 -2.444 -2.145
H -0.908 -2.177 -1.669
H -0.130 -3.402 -2.209
O -2.501 -1.828 -0.825
H -3.249 -1.469 -1.313
H -2.530 -1.443 0.077
*
```

---

No. 13
Computed, not measured: a cluster of 5 separate species, C5H19O5 in total in a non-equilibrium geometry, with ωB97M-V/def2-TZVPD.

LUMO level = 3.17 eV
gap between HOMO and LUMO = 4.968 eV
HOMO level = -0.0661 Ha

```
! wB97M-V def2-TZVPD RIJCOSX def2/J DEFGRID3
* xyz -1 1
C -0.907 0.300 -0.659
O -2.214 -0.029 -0.833
H -0.506 -0.280 0.172
H -0.198 0.245 -1.485
H -0.843 1.289 -0.205
C -0.601 1.246 2.496
O -1.989 1.329 2.326
H -0.342 2.123 3.089
H -0.399 0.275 2.950
H 0.133 1.234 1.690
H -2.302 0.450 2.101
C 0.276 0.850 -3.599
O -0.908 0.013 -3.627
H -0.015 1.899 -3.547
H 0.851 0.800 -2.674
H 1.021 0.681 -4.376
H -0.800 -0.586 -4.370
C 2.231 -0.277 -0.653
O 3.204 -0.194 0.382
H 2.649 0.068 -1.598
H 1.794 -1.276 -0.673
H 1.421 0.435 -0.498
H 3.018 0.574 0.928
C -0.451 -2.030 2.256
O -1.534 -1.932 1.374
H -0.686 -1.374 3.094
H -0.273 -3.048 2.603
H 0.411 -1.633 1.720
H -2.039 -1.152 1.616
*
```

---

No. 14
Computed, not measured: a cluster of 5 separate species, C5H20 in total, with ωB97M-V/def2-TZVPD.

SMILES string = C.C.C.C.C
LUMO level = 0.95 eV
gap between HOMO and LUMO = 13.946 eV
HOMO level = -0.4775 Ha

```
! wB97M-V def2-TZVPD RIJCOSX def2/J DEFGRID3
* xyz 0 1
C -2.580 -1.360 -0.081
H -2.144 -2.355 -0.091
H -2.468 -0.910 0.904
H -2.107 -0.729 -0.830
H -3.646 -1.418 -0.296
C 1.212 -2.103 -1.441
H 1.529 -3.143 -1.400
H 1.616 -1.548 -0.598
H 1.579 -1.667 -2.369
H 0.126 -2.042 -1.426
C 0.842 -0.422 2.396
H 1.195 -1.441 2.249
H 1.415 0.081 3.171
H 0.966 0.112 1.454
H -0.212 -0.434 2.663
C -1.322 2.273 0.497
H -0.747 1.382 0.264
H -0.928 2.714 1.414
H -1.188 3.016 -0.287
H -2.375 2.032 0.608
C 1.840 1.609 -1.380
H 2.403 0.678 -1.367
H 1.985 2.146 -0.447
H 2.230 2.195 -2.212
H 0.794 1.395 -1.584
*
```

---

No. 15
Computed, not measured: a structure of composition C5H20AgClIO9 in a non-equilibrium geometry, with ωB97M-V/def2-TZVPD.

LUMO level (alpha / beta) = 0.25 / -3.02 eV
gap between HOMO and LUMO (alpha / beta) = 10.042 / 6.682 eV
HOMO level (alpha / beta) = -0.3600 / -0.3565 Ha

```
! wB97M-V def2-TZVPD RIJCOSX def2/J DEFGRID3
* xyz 0 2
Ag 7.580 5.669 8.010
I 9.200 3.856 6.667
Cl 5.874 8.765 7.618
O 6.501 9.540 8.615
O 6.927 7.772 7.156
O 4.785 7.943 8.113
O 5.423 9.495 6.479
C 4.463 6.995 3.857
O 5.530 6.745 4.801
H 4.516 6.135 3.188
H 3.430 7.128 4.276
H 4.646 7.901 3.253
H 5.835 7.562 5.217
C 4.189 4.234 6.827
O 4.839 5.160 7.725
H 3.250 4.734 6.410
H 4.878 3.910 6.076
H 3.884 3.365 7.485
H 4.780 6.079 7.353
C 8.992 7.054 5.182
O 8.226 5.880 5.072
H 8.391 7.907 5.413
H 9.721 6.929 5.923
H 9.466 7.243 4.233
H 7.265 5.987 5.130
C 6.203 5.314 11.045
O 6.771 4.514 9.960
H 5.212 5.641 10.837
H 6.256 4.720 11.922
H 6.897 6.198 11.170
H 6.029 3.915 9.607
C 9.336 7.472 9.358
O 8.035 7.657 9.776
H 9.752 6.601 9.882
H 9.414 7.179 8.334
H 10.026 8.336 9.439
H 7.672 8.360 9.196
*
```

---

No. 16
Computed, not measured: a cluster of 6 separate species, C5H20BrO5 in total, with ωB97M-V/def2-TZVPD.

LUMO level = 3.37 eV
gap between HOMO and LUMO = 9.276 eV
HOMO level = -0.2171 Ha

```
! wB97M-V def2-TZVPD RIJCOSX def2/J DEFGRID3
* xyz -1 1
Br 0.589 0.331 -0.904
C 1.201 -2.565 -3.359
O 0.245 -1.579 -3.651
H 0.769 -3.563 -3.518
H 2.078 -2.465 -4.008
H 1.510 -2.540 -2.309
H 0.258 -0.937 -2.924
C -0.628 0.828 2.768
O -0.479 1.972 1.942
H -1.663 0.477 2.764
H 0.047 0.021 2.475
H -0.362 1.093 3.800
H -0.050 1.696 1.120
C -2.943 2.379 -0.439
O -2.159 2.315 -1.615
H -2.632 3.221 0.182
H -3.999 2.527 -0.707
H -2.897 1.446 0.125
H -1.570 1.557 -1.514
C -0.637 -3.136 0.132
O -1.614 -2.210 -0.309
H -0.009 -2.708 0.919
H -1.171 -3.998 0.531
H 0.002 -3.480 -0.688
H -1.134 -1.441 -0.654
C 2.933 1.882 1.986
O 3.087 2.010 0.598
H 2.157 2.551 2.371
H 2.648 0.862 2.292
H 3.897 2.081 2.460
H 2.524 1.371 0.136
*
```